P.
Molecular formula: C25H41F3NdO2P2
Method: DFT, ωB97M-V/def2-TZVPD

Summary:
- Kohn-Sham gap (spin up / spin down): 6.9 / 6.9 eV
- 2S+1: 4
- LUMO level (spin up / spin down): -2.55 / -2.53 eV
- Net charge: +1

Positions of all 74 atoms, in Å:
Nd: -1.678 0.710 -0.563
C: -0.099 2.808 0.243
C: 0.264 2.508 -1.111
C: -1.934 3.241 -1.101
C: -1.451 3.270 0.243
C: -0.874 2.777 -1.946
C: 0.836 2.932 1.398
H: 1.743 2.333 1.252
H: 0.366 2.612 2.336
H: 1.164 3.973 1.546
C: -2.153 3.891 1.395
H: -1.727 3.550 2.344
H: -3.221 3.644 1.398
H: -2.075 4.991 1.364
C: -3.286 3.677 -1.547
H: -3.587 4.597 -1.026
H: -4.051 2.916 -1.331
H: -3.302 3.867 -2.625
C: -0.880 2.773 -3.437
H: -1.547 3.554 -3.821
H: -1.245 1.827 -3.856
H: 0.128 2.949 -3.832
C: 1.635 2.221 -1.621
H: 1.896 2.920 -2.427
H: 1.716 1.212 -2.050
H: 2.384 2.300 -0.827
C: 1.889 -0.860 3.629
C: 3.175 -0.707 3.295
C: 3.829 -1.204 2.033
C: 3.210 -2.495 1.453
C: 2.286 -2.239 0.242
C: 1.603 -0.910 0.245
C: 0.634 -0.564 1.387
C: 0.772 -1.324 2.724
H: 4.885 -1.420 2.265
H: 2.689 -3.060 2.232
H: 3.876 -0.404 1.278
H: 0.781 -2.411 2.529
H: 1.555 -0.639 4.650
H: 3.855 -0.169 3.964
H: -0.167 -1.142 3.279
H: 0.725 0.512 1.599
H: 2.253 -0.063 -0.023
H: -0.438 -0.725 1.100
H: 4.034 -3.142 1.109
H: 2.956 -2.287 -0.630
P: 0.956 -3.440 -0.166
C: 0.566 -4.506 1.214
C: 1.784 -4.544 -1.348
P: 0.235 -0.950 -1.425
C: -0.426 -2.624 -0.928
C: 1.505 -1.367 -2.679
C: -1.096 -0.679 -2.850
H: -0.458 -4.317 1.548
H: 1.276 -4.408 2.039
H: 0.642 -5.531 0.833
H: 1.569 -5.566 -1.027
H: 2.876 -4.407 -1.327
H: 1.408 -4.420 -2.371
H: -1.110 -1.651 -3.367
H: -0.736 0.081 -3.551
H: -2.157 -0.470 -2.558
H: -1.286 -2.587 -0.226
H: -0.749 -3.180 -1.823
H: 1.516 -0.556 -3.413
H: 1.228 -2.280 -3.219
H: 2.525 -1.444 -2.301
F: -5.189 0.482 3.059
C: -5.319 0.932 1.798
F: -6.386 0.333 1.233
F: -5.568 2.272 1.845
C: -4.006 0.707 0.965
O: -2.910 0.619 1.590
O: -4.113 0.701 -0.300

These are the Löwdin partial charges, in e, on atoms 1 to 8:
1. Nd 1.79
2. C -0.30
3. C -0.31
4. C -0.34
5. C -0.31
6. C -0.33
7. C -0.04
8. H 0.07

=====

Q.
Molecular formula: C25H41F3NdO2P2
Method: DFT, ωB97M-V/def2-TZVPD

Summary:
- Kohn-Sham gap (spin up / spin down): 7.4 / 7.6 eV
- 2S+1: 4
- LUMO level (spin up / spin down): -3.55 / -3.27 eV
- Net charge: +1

Positions of all 74 atoms, in Å:
Nd: 0.427 -0.474 2.486
C: -1.853 -1.156 3.694
C: -1.491 -2.263 2.872
C: 0.199 -1.941 4.435
C: -0.828 -0.964 4.663
C: -0.205 -2.737 3.297
C: -3.198 -0.503 3.750
H: -3.719 -0.516 2.786
H: -3.129 0.546 4.065
H: -3.857 -1.008 4.479
C: -0.829 0.090 5.715
H: -1.775 0.644 5.709
H: -0.015 0.818 5.578
H: -0.711 -0.347 6.717
C: 1.576 -1.854 4.993
H: 1.641 -2.292 6.000
H: 1.918 -0.807 5.102
H: 2.318 -2.383 4.372
C: 0.693 -3.644 2.518
H: 0.769 -4.644 2.968
H: 1.726 -3.254 2.449
H: 0.339 -3.782 1.487
C: -2.329 -2.850 1.788
H: -2.674 -3.856 2.068
H: -1.803 -2.951 0.826
H: -3.231 -2.254 1.598
C: -0.917 2.216 0.328
C: -1.997 1.430 0.429
C: -2.394 0.284 -0.448
C: -1.364 -0.404 -1.389
C: -0.108 -0.931 -0.799
C: 1.042 -0.223 -0.641
C: 1.256 1.241 -0.787
C: 0.053 2.217 -0.810
H: -3.204 0.591 -1.134
H: -1.137 0.275 -2.241
H: -2.813 -0.485 0.227
H: -0.492 2.116 -1.761
H: -0.737 2.972 1.106
H: -2.703 1.613 1.255
H: 0.509 3.219 -0.804
H: 1.926 1.548 0.035
H: 1.944 -0.781 -0.366
H: 1.796 1.464 -1.724
H: -1.915 -1.248 -1.833
H: -0.077 -2.019 -0.644
P: -0.512 1.193 -4.133
C: -0.620 3.012 -4.348
C: -1.781 0.752 -5.387
P: 1.787 -0.673 -4.863
C: 0.953 0.957 -5.219
C: 1.201 -1.540 -6.396
C: 3.388 -0.202 -5.653
H: 0.247 3.495 -3.886
H: -1.538 3.387 -3.881
H: -0.633 3.214 -5.425
H: -1.617 1.392 -6.258
H: -2.774 0.943 -4.974
H: -1.707 -0.301 -5.673
H: 3.219 0.121 -6.687
H: 4.027 -1.091 -5.640
H: 3.866 0.598 -5.086
H: 1.662 1.787 -5.053
H: 0.592 0.966 -6.265
H: 1.758 -2.478 -6.457
H: 1.425 -0.929 -7.278
H: 0.133 -1.764 -6.356
F: 2.563 3.712 5.353
C: 2.860 2.464 4.910
F: 4.210 2.334 4.905
F: 2.384 1.593 5.849
C: 2.258 2.208 3.483
O: 2.672 2.872 2.549
O: 1.348 1.264 3.454

These are the Löwdin partial charges, in e, on atoms 1 to 8:
1. Nd 1.98
2. C -0.30
3. C -0.31
4. C -0.35
5. C -0.33
6. C -0.35
7. C -0.03
8. H 0.07

=====

What should be chosen as the least stable of them? Choose P.

=====

P.
Molecular formula: C4H10N3O2
Method: DFT, ωB97M-V/def2-TZVPD

Summary:
- Kohn-Sham gap: 8.4 eV
- LUMO level: -4.38 eV
- Net charge: +1

Positions of all 19 atoms, in Å:
C: 2.645 0.185 -0.568
C: 3.315 0.403 0.567
C: -2.139 0.186 -0.305
C: 0.195 -0.650 0.522
N: -2.872 1.315 -0.407
N: -0.885 0.242 0.196
N: -0.109 -1.947 0.443
O: -2.491 -1.002 -0.666
O: -0.438 1.606 0.455
H: 1.672 -0.235 -0.441
H: 3.072 0.359 -1.601
H: 2.942 -0.011 1.413
H: 4.225 0.956 0.618
H: -2.238 2.168 -0.540
H: -3.787 1.125 -0.785
H: -3.285 -1.418 -0.235
H: -0.942 -2.383 0.021
H: 0.634 -2.604 0.617
H: 0.489 1.704 0.696

These are the natural (NBO) partial charges, in e, on atoms 1 to 8:
1. C -0.40
2. C -0.37
3. C 0.79
4. C 0.25
5. N -0.75
6. N -0.17
7. N -0.74
8. O -0.65

=====

Q.
Molecular formula: C4H10N3O2
Method: DFT, ωB97M-V/def2-TZVPD

Summary:
- Kohn-Sham gap: 9.9 eV
- LUMO level: -3.28 eV
- Net charge: +1

Positions of all 19 atoms, in Å:
C: -0.630 -0.320 -0.512
C: -1.395 1.355 0.216
C: 1.815 -0.149 -0.584
C: 0.659 -0.851 0.186
N: -1.294 -0.642 -1.517
N: -2.380 1.966 -0.397
N: 0.602 -0.498 1.626
O: -0.878 1.565 1.338
O: 0.706 -2.224 0.249
H: 1.593 0.221 -1.583
H: 2.875 -0.615 -0.633
H: 2.045 0.760 -0.085
H: -1.022 -1.380 -2.175
H: -2.549 1.570 -1.252
H: -2.711 2.868 -0.004
H: 1.347 0.088 1.942
H: -0.278 0.221 1.598
H: 0.599 -1.321 2.202
H: 0.893 -2.613 -0.615

These are the natural (NBO) partial charges, in e, on atoms 1 to 8:
1. C 0.24
2. C 0.69
3. C -0.69
4. C 0.32
5. N -0.61
6. N -0.77
7. N -0.73
8. O -0.67

=====

What should be chosen as the least stable of them? Choose P.

=====

P.
Molecular formula: C4H9N4O
Method: DFT, ωB97M-V/def2-TZVPD

Summary:
- SMILES: C=[N+]=NC/C(O)=N/NC
- Kohn-Sham gap (spin up / spin down): 6.7 / 6.7 eV
- LUMO level (spin up / spin down): -5.14 / -5.14 eV
- Net charge: +1

Positions of all 18 atoms, in Å:
C: -0.036 1.269 0.141
C: -1.369 1.222 0.846
C: -2.384 -1.887 -0.421
C: 2.659 -1.048 -0.037
N: -2.058 0.486 -0.153
N: -2.292 -0.678 -0.181
N: 0.682 0.208 0.224
N: 1.854 0.097 -0.337
O: 0.293 2.310 -0.653
H: -1.311 0.717 1.813
H: -1.824 2.208 0.940
H: -3.329 -2.399 -0.300
H: -1.519 -2.467 -0.719
H: 3.249 -1.315 -0.911
H: 3.338 -0.848 0.798
H: 2.003 -1.872 0.242
H: 2.284 0.897 -0.795
H: -0.240 3.100 -0.498

These are the natural (NBO) partial charges, in e, on atoms 1 to 8:
1. C 0.40
2. C -0.30
3. C -0.08
4. C -0.41
5. N 0.06
6. N 0.07
7. N -0.24
8. N -0.37

=====

Q.
Molecular formula: C4H9N4O
Method: DFT, ωB97M-V/def2-TZVPD

Summary:
- SMILES: CN(C)[n+]1cc(N)on1
- Kohn-Sham gap: 9.7 eV
- LUMO level: -3.82 eV
- Net charge: +1

Positions of all 18 atoms, in Å:
C: 0.410 -0.182 1.159
C: 0.419 -1.577 1.445
C: -0.438 0.600 -2.238
C: -0.596 2.173 -0.259
N: -0.382 -1.317 -0.567
N: -0.095 -0.108 -0.119
N: 0.848 -2.386 2.419
N: -0.106 0.932 -0.893
O: 0.037 -2.179 0.315
H: 0.946 0.600 1.558
H: -0.962 -0.395 -2.142
H: -1.042 1.389 -2.701
H: 0.543 0.529 -2.745
H: -1.217 2.564 -0.996
H: -1.006 1.841 0.643
H: 0.280 2.837 -0.253
H: 1.376 -1.882 3.164
H: 0.984 -3.440 2.210

These are the natural (NBO) partial charges, in e, on atoms 1 to 8:
1. C -0.23
2. C 0.53
3. C -0.45
4. C -0.41
5. N 0.04
6. N 0.12
7. N -0.78
8. N -0.17

=====

What should be chosen as the least stable of them? Choose Q.

=====

P.
Molecular formula: C4H9NOS2
Method: DFT, ωB97M-V/def2-TZVPD

Summary:
- SMILES: NCCSCOC=S
- Kohn-Sham gap: 9.1 eV
- LUMO level: 0.22 eV
- Net charge: 0

Positions of all 17 atoms, in Å:
C: -1.472 -0.248 0.680
C: -1.295 0.968 -0.249
C: 1.472 1.304 -0.272
C: 2.269 -0.928 -0.232
H: -0.839 -2.077 -0.088
H: -2.481 -1.968 0.272
H: -0.591 -0.392 1.316
H: -2.347 0.029 1.313
H: -2.172 1.038 -0.880
H: -1.251 1.860 0.358
H: 1.287 2.094 0.453
H: 2.265 1.713 -0.883
H: 2.571 -0.629 -1.209
N: -1.652 -1.473 -0.071
O: 1.918 0.151 0.462
S: 0.119 0.964 -1.367
S: 2.198 -2.407 0.397

These are the natural (NBO) partial charges, in e, on atoms 1 to 8:
1. C -0.23
2. C -0.54
3. C -0.26
4. C 0.05
5. H 0.38
6. H 0.37
7. H 0.19
8. H 0.19

=====

Q.
Molecular formula: C4H9NOS2
Method: DFT, ωB97M-V/def2-TZVPD

Summary:
- Kohn-Sham gap (spin up / spin down): 7.7 / 6.4 eV
- LUMO level (spin up / spin down): 0.33 / -0.17 eV
- Net charge: 0

Positions of all 17 atoms, in Å:
C: 1.040 0.331 -1.637
C: 2.061 -0.540 -0.794
C: -0.522 0.457 0.153
C: -2.311 0.133 2.136
N: 0.248 1.188 -0.842
O: 0.288 -2.360 -0.668
S: -0.866 1.130 1.643
S: 1.167 -1.678 0.281
H: 1.468 0.962 -2.490
H: 0.370 -0.436 -2.145
H: 2.701 -1.056 -1.585
H: 2.504 0.124 -0.054
H: -1.266 -0.294 -0.126
H: -2.135 -0.889 1.935
H: -3.280 0.606 1.638
H: -2.339 0.319 3.137
H: 0.871 2.003 -0.583

These are the natural (NBO) partial charges, in e, on atoms 1 to 8:
1. C -0.24
2. C -0.66
3. C -0.25
4. C -0.71
5. N -0.60
6. O -0.98
7. S 0.32
8. S 0.94

=====

R.
Molecular formula: C4H9NOS2
Method: DFT, ωB97M-V/def2-TZVPD

Summary:
- SMILES: C/C=N/O.C=C(S)S
- Kohn-Sham gap: 9.0 eV
- LUMO level: 0.72 eV
- Net charge: 0

Positions of all 17 atoms, in Å:
C: 1.876 0.287 0.476
C: -0.615 -1.621 -0.224
C: 0.932 0.749 1.480
C: -1.197 -1.104 -1.327
N: 0.134 1.621 1.019
O: -0.913 2.051 1.834
S: -1.468 0.652 -1.488
S: -1.676 -2.119 -2.591
H: 1.380 -0.583 -0.051
H: 2.797 -0.124 0.953
H: 2.198 1.106 -0.159
H: -0.616 -0.989 0.600
H: -1.241 2.793 1.285
H: -0.543 -2.657 -0.143
H: 1.036 0.235 2.516
H: -0.427 0.950 -0.581
H: -1.656 -1.246 -3.598

These are the natural (NBO) partial charges, in e, on atoms 1 to 8:
1. C -0.69
2. C -0.50
3. C 0.07
4. C -0.32
5. N -0.18
6. O -0.55
7. S -0.04
8. S 0.09

=====

What should be chosen as the least stable of them? Choose R.

=====

P.
Molecular formula: CH7N6
Method: DFT, ωB97M-V/def2-TZVPD

Summary:
- Kohn-Sham gap (spin up / spin down): 6.8 / 6.8 eV
- LUMO level (spin up / spin down): -6.25 / -6.25 eV
- Net charge: +1

Positions of all 14 atoms, in Å:
C: 1.354 0.204 0.115
N: 2.238 -0.533 -0.471
N: -2.323 0.417 -0.283
N: -1.266 0.951 -0.089
N: 1.401 1.576 0.057
N: -0.001 -0.262 0.430
N: -0.249 -1.553 0.306
H: 2.310 -1.482 -0.396
H: -2.916 0.955 -0.939
H: 2.243 2.090 -0.214
H: 1.070 2.095 0.862
H: -0.540 -2.117 1.104
H: -0.474 -1.918 -0.634
H: -2.848 -0.423 0.150

These are the natural (NBO) partial charges, in e, on atoms 1 to 8:
1. C 0.55
2. N -0.67
3. N -0.38
4. N 0.19
5. N -0.82
6. N -0.17
7. N -0.55
8. H 0.38

=====

Q.
Molecular formula: CH7N6
Method: DFT, ωB97M-V/def2-TZVPD

Summary:
- Kohn-Sham gap: 10.9 eV
- LUMO level: -4.72 eV
- Net charge: +1

Positions of all 14 atoms, in Å:
C: -0.852 0.567 0.258
N: 0.086 1.012 -0.607
N: -0.568 2.045 -1.183
N: -2.003 1.109 0.209
N: -1.845 1.977 -0.737
N: -0.176 -1.163 1.174
N: 1.942 -1.105 -0.229
H: 2.106 -2.064 -0.157
H: -2.620 2.513 -1.156
H: -1.031 -1.762 0.868
H: -0.288 -0.989 2.078
H: 2.310 -0.347 0.385
H: 0.892 -1.117 0.231
H: 2.048 -0.678 -1.133

These are the natural (NBO) partial charges, in e, on atoms 1 to 8:
1. C 0.48
2. N -0.35
3. N 0.02
4. N -0.27
5. N -0.14
6. N -0.81
7. N -0.94
8. H 0.43

=====

What should be chosen as the least stable of them? Choose P.

=====

P.
Molecular formula: C2H10N2O2P
Method: DFT, ωB97M-V/def2-TZVPD

Summary:
- Kohn-Sham gap: 10.6 eV
- LUMO level: -3.62 eV
- Net charge: +1

Positions of all 17 atoms, in Å:
C: -1.969 0.916 0.398
C: 1.442 1.089 -0.316
N: -1.651 -0.339 0.699
N: 2.455 0.568 0.382
O: -1.541 1.459 -0.640
O: 0.714 0.339 -1.008
P: -0.393 -1.468 -0.391
H: -2.599 1.543 1.087
H: 1.273 2.119 -0.199
H: -1.962 -0.846 1.466
H: 3.130 1.100 0.946
H: 2.940 -0.358 0.110
H: -1.110 -2.596 0.195
H: -0.674 0.952 -0.902
H: 0.449 -2.325 -0.999
H: 0.570 -1.153 0.613
H: -1.075 -1.001 -1.441

These are the natural (NBO) partial charges, in e, on atoms 1 to 8:
1. C 0.53
2. C 0.56
3. N -0.82
4. N -0.76
5. O -0.62
6. O -0.70
7. P 0.73
8. H 0.20

=====

Q.
Molecular formula: C2H10N2O2P
Method: DFT, ωB97M-V/def2-TZVPD

Summary:
- Kohn-Sham gap: 9.2 eV
- LUMO level: -4.74 eV
- Net charge: +1

Positions of all 17 atoms, in Å:
C: 1.746 -0.476 0.512
C: 0.689 -2.609 0.608
N: -0.560 3.162 -1.657
N: 0.692 -1.209 0.433
O: -1.608 -0.939 1.499
O: -1.265 0.548 -0.284
P: -1.122 -1.010 0.048
H: -1.468 3.651 -1.232
H: 2.671 -0.921 0.912
H: 1.818 0.614 0.436
H: 0.480 -2.818 1.599
H: -0.081 -3.036 0.030
H: 1.621 -3.000 0.275
H: 0.246 3.575 -1.176
H: -0.669 3.682 -2.571
H: -1.952 -0.069 1.773
H: -1.238 0.855 -1.205

These are the natural (NBO) partial charges, in e, on atoms 1 to 8:
1. C 0.12
2. C -0.47
3. N -1.11
4. N -0.50
5. O -1.00
6. O -1.02
7. P 1.59
8. H 0.37

=====

What should be chosen as the least stable of them? Choose P.